1.
{
  "formula": "C30H45BrN4OP2Zn",
  "method": "wB97M-V/def2-TZVPD",
  "homo_lumo_gap_ha": [0.198, 0.162],
  "charge": 2,
  "e_tot_ha": -6499.67233,
  "lumo_energy_ev": [-7.325, -7.002],
  "molar_mass_g_mol": 685.0,
  "elements": ["C", "N", "C", "H", "H", "H", "C", "C", "H", "C", "C", "H", "H", "H", "C", "C", "H", "C", "C", "Br", "H", "H", "H", "C", "H", "C", "H", "H", "C", "H", "H", "C", "H", "C", "H", "H", "H", "H", "H", "H", "C", "C", "C", "H", "H", "O", "C", "H", "C", "P", "H", "H", "C", "N", "H", "H", "N", "H", "H", "H", "C", "C", "H", "H", "H", "H", "H", "C", "P", "H", "N", "C", "H", "H", "C", "H", "C", "H", "Zn", "C", "H", "H", "C", "C"],
  "positions_angstrom": [[-1.62, 2.39, -2.13], [-1.91, 1.56, 4.90], [-1.40, 4.54, -5.26], [1.80, -2.17, -0.77], [-5.46, -3.09, -0.33], [-1.13, -4.78, -2.69], [-1.41, 1.31, 3.61], [-1.51, 0.76, -0.26], [-1.81, -0.46, -2.82], [0.25, 2.06, 5.67], [-1.07, 1.84, 5.92], [6.42, 0.05, 1.78], [0.96, 2.32, 6.46], [0.40, -4.51, -1.88], [5.84, -0.83, 1.47], [3.49, -3.47, 1.99], [-1.24, 5.66, -2.05], [-1.81, 3.22, -3.13], [3.39, -0.87, -1.51], [1.34, -1.01, 2.12], [-1.06, 5.88, -6.96], [4.09, -0.19, 2.58], [-4.17, -4.30, -0.19], [-1.06, 5.78, -5.87], [-3.43, 0.13, 5.13], [-1.12, 5.63, -3.14], [5.03, -4.33, 0.65], [-3.62, -0.37, -2.51], [4.35, -0.50, 1.56], [-3.93, 1.64, 4.33], [0.71, 3.20, -0.79], [1.08, 1.46, 0.43], [4.47, -0.70, -1.39], [0.55, 0.26, 0.96], [-3.86, -2.13, -4.43], [-3.62, 1.62, 6.10], [-1.53, 1.84, 6.91], [-2.61, -2.26, 0.46], [-0.81, -2.60, -0.55], [-0.38, -2.25, -2.23], [-1.00, -2.88, -1.59], [-0.95, 1.85, -0.94], [2.89, -2.05, -0.65], [-3.34, -0.53, -5.00], [4.10, 0.35, 0.91], [-2.18, 0.77, 2.79], [0.32, 2.24, -0.45], [-2.57, 0.53, -0.37], [-1.43, 4.44, -3.85], [3.30, -1.91, 1.10], [6.12, -1.65, 2.13], [-0.61, 7.75, -3.31], [-0.82, 6.82, -3.83], [2.00, 2.20, 4.00], [2.48, -3.77, 2.31], [2.09, 1.79, 0.69], [-0.80, 6.88, -5.17], [4.42, -5.42, 1.90], [2.85, 0.06, -1.27], [-2.16, -1.85, -4.83], [-3.45, -2.22, -0.25], [4.13, -4.62, 1.21], [4.07, -3.27, 2.90], [-4.62, -3.31, 1.22], [3.42, -5.07, 0.50], [3.35, -2.99, -1.03], [-1.76, 3.73, -5.89], [-3.05, -1.39, -4.39], [-2.76, -2.48, -1.93], [2.61, 2.62, 4.67], [-0.13, 1.65, 3.34], [0.69, 1.98, 4.32], [2.23, 2.32, 3.02], [6.14, -1.07, 0.45], [-0.77, -0.04, 0.60], [-1.01, -4.96, -0.94], [-4.49, -3.29, 0.13], [-3.90, -1.21, -0.19], [-3.18, 1.80, -3.18], [-0.68, -4.36, -1.79], [3.21, -1.08, -2.58], [-1.23, -0.96, 0.95], [-3.31, 1.22, 5.13], [-2.78, -0.96, -2.93]]
}

=====

2.
{
  "formula": "H10O5",
  "method": "wB97M-V/def2-TZVPD",
  "homo_lumo_gap_ha": 0.418,
  "smiles": "O.O.O.O.O",
  "e_tot_ha": -382.17833,
  "lumo_energy_ev": 0.430,
  "molar_mass_g_mol": 90.1,
  "elements": ["H", "H", "H", "O", "H", "O", "H", "O", "H", "O", "H", "O", "H", "H", "H"],
  "positions_angstrom": [[0.98, -27.59, -26.46], [2.64, -29.13, -23.33], [-1.03, -24.38, -21.50], [2.25, -29.39, -29.39], [2.57, -30.28, -29.32], [0.96, -27.15, -25.61], [3.28, -28.61, -24.60], [-0.16, -24.49, -21.86], [0.03, -27.02, -25.43], [3.39, -29.26, -23.91], [-0.19, -24.07, -22.72], [-2.49, -26.62, -24.60], [-2.74, -26.74, -23.68], [-3.25, -26.92, -25.09], [2.49, -29.11, -30.27]]
}